Record 1
Entry from the OMol25 dataset: one molecule with the formula C12H11IOSi at a distorted geometry (the ωB97M-V functional and the def2-TZVPD basis).

Element x y z (Å)
1 C 0.094 0.920 1.674
2 C -1.516 -2.897 -0.290
3 C 1.222 1.503 1.224
4 C -1.135 1.223 0.995
5 C -0.493 -2.831 0.653
6 C -1.656 -1.844 -1.230
7 C 1.230 2.187 -0.061
8 C -1.213 1.867 -0.202
9 C 0.491 -1.825 0.523
10 C -0.659 -0.943 -1.392
11 C -0.127 2.813 -0.454
12 C 0.487 -1.036 -0.648
13 O -0.299 4.020 -0.683
14 Si 1.883 0.168 -1.029
15 I 4.050 -0.401 0.094
16 H -0.014 0.240 2.519
17 H -2.112 -3.704 -0.179
18 H 2.124 1.319 1.762
19 H -2.020 0.639 1.491
20 H -0.281 -3.401 1.523
21 H -2.571 -1.705 -1.937
22 H 1.870 2.968 -0.403
23 H -2.073 2.008 -0.724
24 H 1.358 -1.800 1.189
25 H -0.641 -0.243 -2.099
26 H 2.002 0.756 -2.318

Calculated values
HOMO level (alpha / beta): -5.296 / -9.429 eV
E: -1126.10574 hartree
F_max: 7.19 eV/A
2S+1: 3
Frontier orbital gap (alpha / beta): 0.194 / 0.257 hartree

=====

Record 2
Entry from the OMol25 dataset: C14H13ClN4PdS as an isolated structure at a distorted geometry (the ωB97M-V functional and the def2-TZVPD basis).

Element x y z (Å)
1 Pd -2.280 0.288 -1.183
2 N -0.602 4.201 -1.683
3 C -0.947 2.892 -1.464
4 S -2.506 2.378 -1.906
5 N -0.017 2.146 -0.843
6 N -0.450 0.906 -0.711
7 C 0.308 0.034 0.109
8 C 1.672 0.351 0.553
9 C 2.646 0.733 -0.371
10 C 3.933 1.021 0.048
11 C 4.263 0.947 1.398
12 C 3.296 0.586 2.325
13 C 2.007 0.291 1.904
14 C -0.335 -1.175 0.386
15 C 0.270 -2.259 1.089
16 C -0.435 -3.406 1.306
17 C -1.750 -3.523 0.835
18 C -2.284 -2.462 0.129
19 N -1.621 -1.335 -0.111
20 H -1.112 4.693 -2.397
21 H 0.383 4.409 -1.623
22 H 2.382 0.801 -1.418
23 H 4.682 1.308 -0.678
24 H 5.267 1.182 1.724
25 H 3.539 0.542 3.379
26 H 1.246 0.024 2.627
27 H 1.290 -2.170 1.432
28 H 0.032 -4.230 1.830
29 H -2.338 -4.417 0.982
30 H -3.276 -2.511 -0.297
31 Cl -3.730 -1.427 -2.992
32 C -4.133 -0.321 -1.588
33 H -4.588 -0.929 -0.811
34 H -4.812 0.430 -1.977

Calculated values
HOMO level (alpha / beta): -6.364 / -8.095 eV
E: -1746.52676 hartree
F_max: 1.02 eV/A
2S+1: 3
Frontier orbital gap (alpha / beta): 0.257 / 0.211 hartree

=====

Record 3
Entry from the OMol25 dataset: a 2-piece molecular cluster, C2H9N4P overall at a distorted geometry (the ωB97M-V functional and the def2-TZVPD basis).

Element x y z (Å)
1 C -1.137 -2.201 3.003
2 C -1.628 1.509 -0.666
3 N -0.408 -1.751 2.193
4 N -0.363 0.954 -1.244
5 N 2.142 0.872 -0.235
6 N 1.262 -1.075 -1.657
7 P 0.696 0.060 -0.567
8 H -1.842 -2.040 3.800
9 H 0.419 -0.837 0.695
10 H -2.237 0.694 -0.317
11 H -2.119 2.069 -1.472
12 H -1.416 2.268 0.199
13 H 2.101 1.802 0.084
14 H 2.976 0.313 -0.093
15 H 0.888 -0.813 -2.509
16 H 0.666 -1.826 -1.213

Calculated values
SMILES string: CN=[PH](N)N.C#N
HOMO level: -8.065 eV
E: -641.90679 hartree
F_max: 4.40 eV/A
Frontier orbital gap: 0.315 hartree
Energy above the lowest of the compared OMol25 structures with the same formula, charge and spin: 46.4 kcal per mole

=====

Record 4
Entry from the OMol25 dataset: one molecule with the formula C5H10O (the ωB97M-V functional and the def2-TZVPD basis).

Element x y z (Å)
1 C 1.237 -0.996 -1.816
2 C 0.367 0.080 -1.169
3 C -0.199 -0.349 0.179
4 C -1.215 0.580 0.806
5 C -1.224 0.967 2.083
6 O -0.082 1.007 2.828
7 H 1.608 -0.670 -2.793
8 H 2.104 -1.233 -1.188
9 H 0.673 -1.925 -1.964
10 H 0.942 1.004 -1.036
11 H -0.471 0.326 -1.833
12 H -0.764 -1.283 0.037
13 H 0.618 -0.629 0.863
14 H -2.076 0.835 0.203
15 H 0.606 1.064 2.155
16 H -2.124 1.222 2.644

Calculated values
SMILES string: CCC/C=C\O
HOMO level: -8.560 eV
E: -271.71246 hartree
F_max: 0.60 eV/A
Frontier orbital gap: 0.349 hartree
Energy above the lowest of the compared OMol25 structures with the same formula, charge and spin: 25.2 kcal per mole

=====

Record 5
Entry from the OMol25 dataset: a 4-piece molecular cluster, C8H24O4 overall (the ωB97M-V functional and the def2-TZVPD basis).

Element x y z (Å)
1 C -1.305 -2.679 -1.675
2 C -0.128 -3.311 -2.364
3 O 0.872 -2.306 -2.538
4 H -1.976 -3.442 -1.279
5 H -1.853 -2.040 -2.366
6 H -0.970 -2.069 -0.833
7 H -0.416 -3.737 -3.333
8 H 0.284 -4.166 -1.811
9 H 1.444 -2.484 -3.290
10 C -1.383 1.526 -1.660
11 C -0.045 1.162 -1.025
12 O 0.808 0.513 -1.957
13 H -1.957 2.194 -1.016
14 H -1.984 0.631 -1.843
15 H -1.224 2.012 -2.623
16 H -0.233 0.523 -0.153
17 H 0.441 2.068 -0.656
18 H 0.844 -0.429 -1.759
19 C 3.303 -1.137 0.198
20 C 1.989 -1.678 0.714
21 O 2.222 -2.212 2.023
22 H 4.085 -1.885 0.336
23 H 3.587 -0.242 0.751
24 H 3.222 -0.886 -0.859
25 H 1.625 -2.466 0.050
26 H 1.267 -0.859 0.792
27 H 1.375 -2.453 2.404
28 C -1.517 2.305 2.768
29 C -1.441 3.765 3.168
30 O -1.934 4.559 2.085
31 H -0.620 1.763 3.056
32 H -1.674 2.170 1.697
33 H -2.386 1.818 3.219
34 H -0.402 4.039 3.380
35 H -2.039 3.947 4.063
36 H -1.880 5.485 2.335

Calculated values
SMILES string: CCO.CCO.CCO.CCO
HOMO level: -9.823 eV
E: -620.10814 hartree
F_max: 0.77 eV/A
Frontier orbital gap: 0.384 hartree
Energy above the lowest of the compared OMol25 structures with the same formula, charge and spin: 16.3 kcal per mole

=====

Record 6
Entry from the OMol25 dataset: a 4-piece molecular cluster, C12H20N3P2S3 overall at a distorted geometry (the ωB97M-V functional and the def2-TZVPD basis).

Element x y z (Å)
1 S 1.919 3.441 2.739
2 P 1.517 1.610 2.822
3 S 0.531 0.892 0.927
4 P 1.447 -1.012 0.150
5 S 3.234 -1.245 0.712
6 H 2.502 0.630 2.912
7 H 0.473 1.156 3.623
8 H 0.773 1.878 0.047
9 H 0.507 -1.923 0.615
10 H 1.189 -0.797 -1.199
11 N -2.154 -0.316 3.256
12 C -1.790 -1.517 3.821
13 C -2.860 -1.986 4.525
14 C -3.911 -1.036 4.385
15 C -3.449 -0.019 3.601
16 H -1.560 0.249 2.689
17 H -0.808 -1.936 3.675
18 H -2.893 -2.906 5.081
19 H -4.896 -1.098 4.815
20 H -3.927 0.883 3.259
21 N -0.441 4.624 -1.285
22 C 0.908 4.543 -1.546
23 C 1.074 4.595 -2.903
24 C -0.218 4.713 -3.484
25 C -1.128 4.733 -2.464
26 H -0.860 4.635 -0.376
27 H 1.630 4.481 -0.748
28 H 2.016 4.566 -3.422
29 H -0.449 4.790 -4.532
30 H -2.199 4.826 -2.478
31 N 1.154 -5.228 -3.153
32 C 2.026 -4.808 -2.195
33 C 2.027 -3.437 -2.212
34 C 1.110 -3.021 -3.224
35 C 0.590 -4.156 -3.784
36 H 0.962 -6.187 -3.372
37 H 2.576 -5.507 -1.591
38 H 2.627 -2.808 -1.579
39 H 0.870 -2.015 -3.526
40 H -0.121 -4.288 -4.580

Calculated values
Net charge: +1
HOMO level: -10.900 eV
E: -2510.45956 hartree
F_max: 1.27 eV/A
Frontier orbital gap: 0.224 hartree